# C35H57B3BrF9N3O13PSV

C35H57B3BrF9N3O13PSV as an isolated structure (the ωB97M-V functional and the def2-TZVPD basis, the Open Molecules 2025 dataset).

As for the LUMO energy: -4.22 eV. The calculation puts the energy at -7741.4383 Ha. The calculation puts the orbital gap at 0.1160 Ha. The calculation puts the HOMO energy at -7.376 eV. Its strongest force on any atom is 0.03648 Eh/bohr. The value obtained for the molar mass is 1125.2 g mol⁻¹. The charge is -1.

Cartesian coordinates (Å):
C (-0.232, 4.730, -3.217)
C (0.553, 3.780, -2.250)
B (-0.128, 3.678, -0.849)
O (-1.129, 4.594, -0.518)
N (0.181, 2.625, 0.198)
C (-0.081, 3.068, 1.527)
C (0.969, 3.512, 2.295)
C (0.734, 3.914, 3.605)
C (1.970, 4.351, 4.391)
C (2.779, 3.090, 4.801)
C (2.035, 2.226, 5.817)
F (2.782, 1.083, 6.099)
C (-0.539, 3.899, 4.150)
Br (-0.848, 4.453, 5.950)
C (-1.612, 3.452, 3.399)
C (-3.034, 3.355, 3.883)
C (-3.713, 4.698, 3.635)
O (-3.436, 5.302, 2.615)
O (-4.566, 5.196, 4.568)
C (-1.347, 3.043, 2.103)
S (-2.655, 2.420, 1.078)
C (-1.823, 1.141, 0.256)
C (-2.480, -0.062, -0.009)
C (-3.903, -0.376, 0.370)
C (-3.944, -0.962, 1.782)
N (-4.372, -2.133, 1.959)
C (-1.757, -1.050, -0.622)
O (-2.306, -2.254, -0.919)
C (-0.397, -0.813, -0.961)
O (0.305, -1.807, -1.527)
C (0.267, 0.391, -0.700)
P (2.048, 0.531, -1.158)
O (2.264, 0.602, -2.613)
C (-0.452, 1.393, -0.086)
H (-0.310, 5.752, -2.822)
H (0.270, 4.814, -4.186)
H (-1.252, 4.353, -3.395)
H (1.578, 4.179, -2.190)
H (0.630, 2.816, -2.782)
H (-1.882, 4.429, -1.102)
H (1.969, 3.522, 1.867)
H (2.573, 4.991, 3.742)
H (1.674, 4.830, 5.329)
H (3.007, 2.453, 3.935)
H (3.740, 3.379, 5.249)
H (1.859, 2.759, 6.759)
H (1.094, 1.863, 5.380)
H (-3.063, 3.104, 4.952)
H (-3.617, 2.578, 3.379)
H (-4.381, 6.150, 4.564)
H (-4.553, 0.504, 0.245)
H (-4.243, -1.143, -0.334)
H (-3.631, -0.389, 2.666)
H (-4.617, -2.540, 1.051)
H (-1.918, -2.913, -0.299)
H (0.134, -1.802, -2.490)
H (2.551, 1.673, -0.494)
H (2.628, -0.631, -0.589)
C (-0.197, -4.865, -5.333)
C (0.554, -3.960, -6.304)
C (0.116, -2.578, -5.851)
O (-0.132, -2.671, -4.440)
C (-0.147, -4.055, -4.049)
H (0.241, -5.855, -5.225)
H (-1.233, -4.984, -5.662)
H (1.631, -4.077, -6.162)
H (0.326, -4.153, -7.351)
H (-0.816, -2.276, -6.339)
H (0.868, -1.812, -6.038)
H (0.771, -4.259, -3.488)
H (-1.001, -4.241, -3.397)
O (-5.275, 2.944, 1.889)
V (-5.890, 4.157, 0.874)
O (-6.601, 5.233, -0.183)
C (-8.191, -4.870, -0.634)
C (-7.334, -5.908, -1.344)
C (-6.018, -5.164, -1.512)
O (-5.915, -4.265, -0.408)
C (-7.169, -4.196, 0.271)
H (-9.032, -5.294, -0.084)
H (-8.585, -4.151, -1.358)
H (-7.192, -6.777, -0.697)
H (-7.751, -6.252, -2.290)
H (-6.011, -4.573, -2.436)
H (-5.155, -5.830, -1.518)
H (-7.068, -4.729, 1.222)
H (-7.414, -3.153, 0.482)
C (7.350, -2.451, 2.745)
O (8.282, -1.934, 1.812)
C (8.511, -2.798, 0.702)
C (8.004, -2.162, -0.578)
N (6.547, -2.107, -0.591)
C (5.992, -1.299, -1.678)
C (6.271, 0.201, -1.657)
O (5.652, 0.889, -0.579)
C (6.400, 0.916, 0.624)
H (7.325, -1.775, 3.598)
H (6.345, -2.503, 2.314)
H (7.651, -3.443, 3.094)
H (8.064, -3.784, 0.856)
H (9.594, -2.933, 0.621)
H (8.349, -2.749, -1.434)
H (8.445, -1.159, -0.649)
H (6.228, -1.721, 0.288)
H (4.908, -1.435, -1.646)
H (6.331, -1.711, -2.633)
H (5.830, 0.621, -2.565)
H (7.341, 0.434, -1.704)
H (7.476, 0.916, 0.441)
H (6.127, 0.077, 1.271)
H (6.140, 1.834, 1.156)
O (-6.535, 5.584, 7.047)
H (-5.895, 5.091, 6.522)
H (-7.386, 5.232, 6.767)
B (2.370, 3.609, -6.332)
F (3.730, 3.360, -6.599)
F (1.995, 4.853, -6.886)
F (1.578, 2.583, -6.890)
F (2.164, 3.647, -4.929)
B (-2.788, -5.420, 1.477)
F (-2.235, -4.136, 1.145)
F (-3.984, -5.249, 2.211)
F (-3.063, -6.125, 0.287)
F (-1.862, -6.140, 2.247)

Here are the Mulliken charges for atoms 1 to 5, given in e: -1.41, 0.08, 0.40, -0.43, 0.67

***

# C2H3NS

One molecule with the formula C2H3NS (the ωB97M-V functional and the def2-TZVPD basis, the Open Molecules 2025 dataset).

As for the LUMO energy: -0.08 eV. As for the energy relative to the best compared isomer or geometry (same formula, charge and spin): 75.3 kcal/mol. The calculation puts the energy at -530.8147 Ha. The calculation puts the orbital gap at 0.3607 Ha. The calculation puts the HOMO energy at -9.895 eV. Its strongest force on any atom is 0.30698 Eh/bohr. The value obtained for the molar mass is 73.1 g mol⁻¹.

Cartesian coordinates (Å):
C (1.648, -0.079, 0.152)
C (0.308, 0.323, 0.447)
N (2.911, -0.652, -0.136)
S (-0.843, -1.161, 0.030)
H (0.048, 1.093, -0.139)
H (0.169, 0.495, 1.450)
H (-0.618, -1.574, 1.335)

Here are the natural (NBO) charges for atoms 1 to 5, given in e: 0.27, -0.59, -0.31, -0.01, 0.25

***

# C24H42N4O5PdSSi

C24H42N4O5PdSSi as an isolated structure (the ωB97M-V functional and the def2-TZVPD basis, the Open Molecules 2025 dataset).

As for the LUMO energy (spin up / spin down): 0.28 / -1.26 eV. As for the energy relative to the best compared isomer or geometry (same formula, charge and spin): 0.0 kcal/mol. The expectation value of S² is 2.068. The calculation puts the energy at -2350.5125 Ha. The calculation puts the orbital gap (spin up / spin down) at 0.2980 / 0.2481 Ha. The calculation puts the HOMO energy (spin up / spin down) at -7.833 / -8.007 eV. Its strongest force on any atom is 0.01743 Eh/bohr. The value obtained for the molar mass is 633.2 g mol⁻¹. Its multiplicity is 3.

Cartesian coordinates (Å):
Pd (-1.385, -0.732, -1.007)
O (-2.521, -1.669, -2.502)
N (-1.387, -2.216, -2.621)
N (-0.684, -1.676, -3.689)
O (-1.129, -0.764, -4.393)
C (0.641, -2.210, -3.878)
C (1.116, -3.246, -3.084)
C (2.410, -3.697, -3.287)
C (3.212, -3.125, -4.266)
C (2.717, -2.092, -5.049)
C (1.426, -1.625, -4.857)
H (0.492, -3.678, -2.318)
H (2.793, -4.498, -2.670)
H (4.221, -3.484, -4.419)
H (3.338, -1.638, -5.810)
H (1.021, -0.816, -5.445)
N (-3.088, 0.601, -0.116)
C (-2.773, 1.227, -1.059)
N (-2.514, 2.027, -2.060)
C (-3.604, 2.730, -2.751)
C (-3.172, 4.180, -3.017)
C (-2.177, 4.633, -1.952)
C (-0.866, 3.851, -2.094)
C (-1.146, 2.381, -2.448)
H (-4.482, 2.694, -2.107)
H (-3.839, 2.205, -3.679)
H (-4.058, 4.816, -3.039)
H (-2.707, 4.252, -4.004)
H (-2.609, 4.446, -0.964)
H (-1.993, 5.705, -2.015)
H (-0.284, 3.913, -1.174)
H (-0.260, 4.289, -2.890)
H (-0.458, 1.696, -1.950)
H (-1.062, 2.201, -3.523)
C (-1.288, 3.057, 2.117)
C (-0.306, 2.033, 2.667)
C (0.883, 2.712, 3.328)
C (-1.004, 1.106, 3.654)
O (0.192, 1.317, 1.527)
Si (0.488, -0.256, 1.211)
S (0.972, -0.392, -0.831)
O (-0.942, -1.070, 1.458)
C (-1.205, -2.453, 1.797)
C (-0.318, -3.381, 0.986)
C (-2.670, -2.678, 1.481)
C (-0.957, -2.619, 3.291)
O (1.588, -0.924, 2.219)
C (3.026, -0.871, 2.245)
C (3.423, -0.956, 3.709)
C (3.539, -2.074, 1.468)
C (3.534, 0.429, 1.634)
H (-1.741, 3.634, 2.925)
H (-2.078, 2.546, 1.564)
H (-0.774, 3.745, 1.442)
H (0.550, 3.362, 4.140)
H (1.427, 3.313, 2.598)
H (1.564, 1.967, 3.745)
H (-1.336, 1.680, 4.521)
H (-0.323, 0.325, 4.002)
H (-1.870, 0.630, 3.194)
H (-0.504, -3.270, -0.086)
H (-0.536, -4.413, 1.266)
H (0.738, -3.184, 1.175)
H (-2.885, -2.506, 0.423)
H (-3.294, -2.001, 2.065)
H (-2.944, -3.708, 1.719)
H (0.083, -2.404, 3.538)
H (-1.186, -3.643, 3.591)
H (-1.599, -1.942, 3.855)
H (3.028, -1.870, 4.154)
H (3.022, -0.103, 4.260)
H (4.509, -0.958, 3.811)
H (3.143, -2.995, 1.899)
H (4.630, -2.117, 1.508)
H (3.227, -2.015, 0.424)
H (3.135, 1.292, 2.170)
H (3.244, 0.511, 0.584)
H (4.623, 0.463, 1.687)

Here are the Mulliken charges for atoms 1 to 5, given in e: -0.40, -0.58, -0.23, 0.98, -0.65

***

# C2H5N3

One molecule with the formula C2H5N3 (the ωB97M-V functional and the def2-TZVPD basis, the Open Molecules 2025 dataset).

As for the LUMO energy: 0.32 eV. As for the energy relative to the best compared isomer or geometry (same formula, charge and spin): 36.6 kcal/mol. The calculation puts the energy at -243.4036 Ha. The calculation puts the orbital gap at 0.3510 Ha. The calculation puts the HOMO energy at -9.232 eV. Its strongest force on any atom is 0.06644 Eh/bohr. The value obtained for the molar mass is 71.1 g mol⁻¹.

Cartesian coordinates (Å):
C (-1.158, -0.383, 0.607)
C (0.269, 0.016, 0.374)
N (0.694, -0.090, -0.914)
N (0.609, 0.748, -1.817)
N (1.045, 0.241, 1.351)
H (1.058, 0.384, -2.679)
H (1.993, 0.505, 1.096)
H (-1.338, -0.416, 1.676)
H (-1.358, -1.357, 0.166)
H (-1.815, 0.352, 0.140)

Here are the natural (NBO) charges for atoms 1 to 5, given in e: -0.67, 0.38, -0.16, -0.28, -0.64